(1)
The following is a DFT calculation (wB97M-V/def2-TZVPD) of a cluster of 2 separate species, C9H16N3 in total in a non-equilibrium geometry.

Last columns: bonded neighbours and bond lengths (Å).
Positions of all 28 atoms, in Å:
1 C -3.01203 0.63959 -1.03863  C2 1.384, C3 1.426, H13 0.993
2 C -1.66135 0.39757 -1.21562  C1 1.384, C9 1.440, H14 1.016
3 C -3.42104 0.58797 0.32645  C1 1.426, N10 1.296, H15 1.138
4 C 2.72675 1.17013 -0.13679  C5 1.555, C6 1.556, H16 1.049, H17 1.204
5 C 2.98651 -0.24465 0.45409  C4 1.555, C7 1.549, H18 1.007, H19 1.060
6 C 1.18973 1.40868 -0.10802  C4 1.556, C8 1.590, H20 1.068, H21 1.145
7 C 1.54511 -0.72739 0.75382  C5 1.549, C8 1.544, H22 1.013, H23 1.190
8 C 0.61024 -0.06245 -0.28000  C6 1.590, C7 1.544, C9 1.460, H24 1.126
9 C -0.83987 -0.03013 -0.11311  C2 1.440, C8 1.460, N11 1.352
10 N -2.64753 0.35532 1.34023  C3 1.296, N11 1.277
11 N -1.44176 0.01403 1.09692  C9 1.352, N10 1.277, H25 0.996
12 N -1.13111 -2.36381 -0.26103  H26 1.001, H27 0.975, H28 0.978
13 H -3.60205 0.95592 -1.77205  C1 0.993
14 H -1.23881 0.53794 -2.12891  C2 1.016
15 H -4.47211 0.82695 0.69293  C3 1.138
16 H 3.24948 1.85615 0.46034  C4 1.049
17 H 3.01572 1.23528 -1.30386  C4 1.204
18 H 3.37397 -0.83088 -0.26737  C5 1.007
19 H 3.73340 -0.14828 1.20042  C5 1.060
20 H 0.98047 1.91080 0.81087  C6 1.068
21 H 1.04172 2.26583 -0.85215  C6 1.145
22 H 1.29932 -1.70951 0.71018  C7 1.013
23 H 1.20582 -0.18833 1.75849  C7 1.190
24 H 0.96845 -0.17106 -1.34192  C8 1.126
25 H -0.92073 -0.18854 1.92163  N11 0.996
26 H -1.17396 -2.40440 0.73787  N12 1.001
27 H -0.40105 -2.85171 -0.68392  N12 0.975
28 H -1.96330 -2.24102 -0.76085  N12 0.978

Summary:
* net charge: +1

***

(2)
The following is a DFT calculation (wB97M-V/def2-TZVPD) of a cluster of 2 separate species, C9H16N3 in total in a non-equilibrium geometry.

Last columns: bonded neighbours and bond lengths (Å).
Positions of all 28 atoms, in Å:
1 C 2.29275 0.01526 3.22209  N3 1.490, H11 1.078, H12 1.089, H13 1.072
2 C 2.31928 0.16281 0.78905  N3 1.312, N4 1.377, N5 1.322
3 N 1.70104 -0.23103 1.87713  C1 1.490, C2 1.312, H6 1.008
4 N 3.39482 1.01774 0.87844  C2 1.377, H7 1.013, H8 1.009
5 N 1.96122 -0.31963 -0.38860  C2 1.322, H9 1.008, H10 1.005
6 H 0.91555 -0.85915 1.80262  N3 1.008
7 H 3.15240 1.99888 0.94262  N4 1.013
8 H 4.13391 0.83931 0.21461  N4 1.009
9 H 1.35929 -1.12736 -0.42822  N5 1.008
10 H 2.30877 0.07959 -1.24327  N5 1.005
11 H 3.18904 -0.57343 3.33520  C1 1.078
12 H 1.61124 -0.39346 3.96725  C1 1.089
13 H 2.34299 1.07914 3.34235  C1 1.072
14 C -3.27066 -1.97008 -0.41022  C18 1.487, H25 1.097, H26 1.085, H28 1.092
15 C -0.74496 0.81764 -0.33758  C16 1.382, C17 1.386, H21 1.085
16 C -0.75909 1.23773 -1.65440  C15 1.382, C19 1.397, H22 1.084
17 C -1.56825 -0.20772 0.10057  C15 1.386, C18 1.403, H23 1.090
18 C -2.54854 -0.71893 -0.76339  C14 1.487, C17 1.403, C20 1.396
19 C -1.69723 0.70019 -2.53841  C16 1.397, C20 1.381, H24 1.082
20 C -2.64982 -0.16692 -2.04139  C18 1.396, C19 1.381, H27 1.080
21 H -0.07590 1.35473 0.32602  C15 1.085
22 H -0.12303 1.98499 -2.11417  C16 1.084
23 H -1.49248 -0.87978 0.95515  C17 1.090
24 H -1.65746 0.99534 -3.57815  C19 1.082
25 H -2.63890 -2.86304 -0.48917  C14 1.097
26 H -4.10898 -2.22301 -1.05119  C14 1.085
27 H -3.43802 -0.52339 -2.68831  C20 1.080
28 H -3.69172 -2.00522 0.59680  C14 1.092

Summary:
* net charge: +1

***

(3)
The following is a DFT calculation (wB97M-V/def2-TZVPD) of the ion C9H16N3O with charge +1 in a non-equilibrium geometry.

Last columns: bonded neighbours and bond lengths (Å).
Positions of all 29 atoms, in Å:
1 C 3.56386 1.03923 0.72223  C2 1.349, C3 1.399, H14 1.036
2 C 2.90468 0.36707 1.68875  C1 1.349, C4 1.385, H15 1.079
3 C 3.13669 0.97226 -0.60828  C1 1.399, C5 1.390, H16 1.098
4 C 1.66715 -0.18035 1.39299  C2 1.385, C6 1.426, H17 1.146
5 C 1.96973 0.32181 -0.99139  C3 1.390, C6 1.389, H18 1.088
6 C 1.25279 -0.28402 0.03291  C4 1.426, C5 1.389, N11 1.506
7 C -2.00394 1.62589 -1.57600  C8 1.513, H19 1.159, H20 1.132, H21 1.170
8 C -2.86091 0.91871 -0.54893  C7 1.513, N12 1.534, H22 1.195, H23 1.108
9 C -1.29115 -0.66103 0.68538  N11 1.630, N12 1.535, O13 1.287, H24 1.073
10 N 0.18900 -2.54557 0.05033  N11 1.472, H25 1.019, H26 1.043
11 N 0.00970 -1.10487 -0.19131  C6 1.506, C9 1.630, N10 1.472
12 N -2.44469 -0.53992 -0.31944  C8 1.534, C9 1.535, H27 1.082, H28 0.992
13 O -1.52247 -1.50146 1.63273  C9 1.287, H29 1.015
14 H 4.31530 1.73385 0.88652  C1 1.036
15 H 3.21428 0.20685 2.71032  C2 1.079
16 H 3.74496 1.44503 -1.39022  C3 1.098
17 H 1.08453 -0.53031 2.31525  C4 1.146
18 H 1.60974 0.23927 -2.01447  C5 1.088
19 H -0.89684 1.59657 -1.23565  C7 1.159
20 H -2.12372 1.30522 -2.65486  C7 1.132
21 H -2.34035 2.74097 -1.45978  C7 1.170
22 H -4.02219 0.74808 -0.77144  C8 1.195
23 H -2.74349 1.48799 0.39464  C8 1.108
24 H -1.12540 0.32108 1.08338  C9 1.073
25 H 0.86585 -2.56666 0.81118  N10 1.019
26 H 0.49175 -2.86647 -0.89461  N10 1.043
27 H -3.29360 -1.02193 0.14645  N12 1.082
28 H -2.31979 -0.93260 -1.22167  N12 0.992
29 H -1.03147 -2.33468 1.32499  O13 1.015

Summary:
* net charge: +1

***

(4)
The following is a DFT calculation (wB97M-V/def2-TZVPD) of a cluster of 2 separate species, C9H16N3O in total in a non-equilibrium geometry.

Last columns: bonded neighbours and bond lengths (Å).
Positions of all 29 atoms, in Å:
1 C -2.06892 2.20328 -0.17601  C2 1.491, C4 1.311, N10 1.377
2 C -1.69393 1.69106 1.17353  C1 1.491, N11 1.376, O13 1.193
3 C -1.00680 0.15441 -0.33105  N10 1.347, N11 1.376
4 C -2.61108 3.34238 -0.53120  C1 1.311, H14 1.132, H15 1.071
5 C 0.55046 -1.28280 -1.70870  C6 1.476, N12 1.481
6 C 0.15031 -2.68736 -1.49232  C5 1.476, H16 1.108, H17 1.249, H18 1.098
7 C 0.77434 -0.35461 2.35989  C9 1.550, H19 1.116, H20 1.084, H21 1.061
8 C 2.95699 -0.39293 -1.52243  N12 1.501, H22 1.032, H23 1.102, H24 1.181
9 C -0.76067 -0.32062 2.14591  C7 1.550, N11 1.428, H25 1.094, H26 1.057
10 N -1.65729 1.15071 -0.96246  C1 1.377, C3 1.347, H27 1.035
11 N -1.05311 0.48501 1.00397  C2 1.376, C3 1.376, C9 1.428
12 N 1.71251 -0.91700 -0.86735  C5 1.481, C8 1.501, H28 1.022, H29 1.035
13 O -1.76227 2.19432 2.25337  C2 1.193
14 H -2.48359 3.52684 -1.64095  C4 1.132
15 H -2.85915 4.04243 0.23977  C4 1.071
16 H 0.58073 -3.10113 -0.55867  C6 1.108
17 H 0.16934 -3.36706 -2.54046  C6 1.249
18 H -0.94031 -2.64817 -1.37382  C6 1.098
19 H 1.04441 -0.93677 3.27261  C7 1.116
20 H 1.25515 -0.73624 1.46701  C7 1.084
21 H 1.18516 0.61515 2.48880  C7 1.061
22 H 3.56207 -1.17306 -1.82335  C8 1.032
23 H 2.65973 0.20071 -2.40230  C8 1.102
24 H 3.60348 0.39870 -0.93083  C8 1.181
25 H -1.14477 -1.33747 2.02133  C9 1.094
26 H -1.37482 0.16164 2.85863  C9 1.057
27 H -2.00412 0.98032 -1.92213  N10 1.035
28 H 1.33497 -0.17738 -0.27098  N12 1.022
29 H 1.88118 -1.71437 -0.22980  N12 1.035

Summary:
* net charge: +1

***

(5)
The following is a DFT calculation (wB97M-V/def2-TZVPD) of a cluster of 2 separate species, C9H16N3OP in total in a non-equilibrium geometry.

Last columns: bonded neighbours and bond lengths (Å).
Positions of all 30 atoms, in Å:
1 C 3.71102 0.81879 0.05128  C3 1.444, C4 1.516, N10 1.284
2 C -1.32351 0.40890 -1.06303  C9 1.435, N11 1.165
3 C 2.32335 0.88165 -0.34348  C1 1.444, P14 1.697, H15 1.014
4 C 4.63262 2.02192 0.07063  C1 1.516, H16 1.135, H17 1.114, H18 1.126
5 C -3.37202 1.30339 -0.06383  C9 1.575, H19 1.048, H20 1.160, H21 1.176
6 C -1.64438 0.18566 1.34929  C9 1.516, H22 1.102, H23 1.179, H24 1.108
7 C -2.81032 -1.30637 -0.24312  C9 1.577, H25 1.058, H26 1.132, H27 1.083
8 C 3.49058 -2.46440 1.03215  N12 1.450, H28 1.031, H29 1.113, H30 1.050
9 C -2.28453 0.16461 -0.02512  C2 1.435, C5 1.575, C6 1.516, C7 1.577
10 N 4.11910 -0.28985 0.55502  C1 1.284, N12 1.346
11 N -0.82180 0.83640 -2.02360  C2 1.165, O13 1.218
12 N 3.08622 -1.15261 0.56649  C8 1.450, N10 1.346, P14 1.664
13 O -0.18677 1.11791 -3.02419  N11 1.218
14 P 1.62317 -0.63276 -0.03102  C3 1.697, N12 1.664
15 H 1.95938 1.76811 -0.67367  C3 1.014
16 H 4.02193 2.84690 -0.41373  C4 1.135
17 H 5.65100 1.65925 -0.19654  C4 1.114
18 H 4.82739 2.20294 1.16521  C4 1.126
19 H -4.11695 1.02335 -0.74581  C5 1.048
20 H -3.89027 1.43729 0.96560  C5 1.160
21 H -2.72427 2.21045 -0.44008  C5 1.176
22 H -0.72182 0.78797 1.38185  C6 1.102
23 H -1.41695 -0.94862 1.57439  C6 1.179
24 H -2.50952 0.33403 2.02542  C6 1.108
25 H -3.15956 -1.41082 -1.23645  C7 1.058
26 H -3.67517 -1.38250 0.48319  C7 1.132
27 H -2.13149 -2.13442 -0.07918  C7 1.083
28 H 2.85317 -3.17383 1.42381  C8 1.031
29 H 3.87013 -3.07020 0.17972  C8 1.113
30 H 4.27551 -2.23001 1.68932  C8 1.050

Summary:
* net charge: 0

***

(6)
The following is a DFT calculation (wB97M-V/def2-TZVPD) of a cluster of 2 separate species, C9H16N4O3 in total in a non-equilibrium geometry.

Last columns: bonded neighbours and bond lengths (Å).
Positions of all 32 atoms, in Å:
1 O 3.23436 -0.90361 -1.81294  C5 1.223
2 O -0.25064 1.87977 -1.36002  C6 1.229
3 N -2.41743 -1.27636 1.54927  O4 1.433, C7 1.309
4 O -1.18136 -0.68800 1.97228  N3 1.433, C9 1.361
5 C 3.32048 -0.70449 -0.60971  O1 1.223, N12 1.332, C13 1.510
6 C 0.61422 1.01282 -1.25828  O2 1.229, N11 1.339, C16 1.539
7 C -3.14508 -0.30715 1.05518  N3 1.309, C8 1.433, C14 1.496
8 C -2.43309 0.93484 1.12420  C7 1.433, C9 1.344, H17 1.082
9 C -1.25005 0.64203 1.69023  O4 1.361, C8 1.344, N10 1.373
10 N -0.28625 1.58070 1.96198  C9 1.373, H18 1.015, H19 1.016
11 N 0.39400 -0.26116 -1.60493  C6 1.339, C15 1.462, H20 1.012
12 N 2.73618 0.32489 0.00088  C5 1.332, C16 1.473, H21 1.006
13 C 4.09182 -1.66312 0.26495  C5 1.510, H22 1.089, H23 1.090, H24 1.088
14 C -4.52675 -0.46882 0.50525  C7 1.496, H25 1.093, H26 1.094, H27 1.093
15 C -0.88479 -0.80187 -2.06150  N11 1.462, H28 1.092, H29 1.091, H30 1.091
16 C 1.98531 1.39697 -0.67419  C6 1.539, N12 1.473, H31 1.090, H32 1.090
17 H -2.77276 1.90165 0.77832  C8 1.082
18 H 0.31285 1.37472 2.75481  N10 1.015
19 H -0.56398 2.54558 1.80436  N10 1.016
20 H 1.19584 -0.87886 -1.59301  N11 1.012
21 H 2.83457 0.38901 1.00005  N12 1.006
22 H 3.42189 -2.09049 1.00909  C13 1.089
23 H 4.49966 -2.45851 -0.35849  C13 1.090
24 H 4.90593 -1.13050 0.75315  C13 1.088
25 H -5.24260 0.07591 1.12669  C14 1.093
26 H -4.80743 -1.52577 0.48536  C14 1.094
27 H -4.57155 -0.07013 -0.51172  C14 1.093
28 H -1.43977 -0.04016 -2.61256  C15 1.092
29 H -0.71593 -1.66009 -2.71315  C15 1.091
30 H -1.47565 -1.11698 -1.20012  C15 1.091
31 H 1.82603 2.21173 0.03141  C16 1.090
32 H 2.59199 1.77548 -1.49684  C16 1.090

Summary:
* net charge: 0

***

Calculated values (eV) of HOMO energy for the records, taken in order: -13.42 -11.94 -12.45 -12.37 -8.98 -8.47.